## w
{"formula": "C2H2F2S2", "method": "wB97M-V/def2-TZVPD", "homo_lumo_gap_ev": 9.02, "smiles": "FC(=S)[C@@H](F)S", "e_lumo_ev": -1.04, "e_homo_ev": -10.1, "elements": ["H", "F", "S", "C", "S", "F", "H", "C"], "positions_angstrom": [[1.0429, -0.6880, -0.2371], [1.6201, 2.2611, -1.6789], [-1.0563, 0.7335, -0.5327], [0.7924, 0.4728, -0.4353], [1.7027, 0.0798, -3.0650], [1.1982, 1.1619, 0.6101], [-0.8843, 2.0685, -0.5059], [1.4830, 0.8530, -1.6880]]}



## x
{"formula": "C2H2F2S2", "method": "wB97M-V/def2-TZVPD", "homo_lumo_gap_ev": [6.73, 6.73], "e_lumo_ev": [-2.00, -2.00], "e_homo_ev": [-8.7, -8.7], "elements": ["F", "C", "C", "F", "S", "S", "H", "H"], "positions_angstrom": [[2.0192, 0.1320, 0.8100], [0.9167, 0.6017, 0.2669], [0.2099, -0.3237, -0.6047], [0.3167, -1.6397, -0.6935], [-2.6486, -0.2956, -0.1717], [0.9232, 0.8434, -1.5616], [-2.1729, -0.6375, 1.0178], [0.4359, 1.3194, 0.9367]]}



## y
{"formula": "C2H2F2S2", "method": "wB97M-V/def2-TZVPD", "homo_lumo_gap_ev": 8.59, "smiles": "FC(F)C(=S)S", "e_lumo_ev": -0.72, "e_homo_ev": -9.3, "elements": ["S", "F", "F", "C", "H", "C", "H", "S"], "positions_angstrom": [[0.4139, 1.7153, 0.0897], [-1.9120, -0.1505, -0.9203], [-1.3773, -0.5027, 1.0916], [-0.9472, -0.5964, -0.0592], [-0.8112, -1.8109, -0.0994], [0.4819, 0.0166, -0.1035], [1.6867, 1.8513, -0.4370], [1.5561, -1.1330, -0.0915]]}



The energy of each structure relative to the most stable one, in hartree, is as follows: w 0.0000; x 0.1044; y 0.0185.